{
  "formula": "C2H3O2Sr",
  "method": "ωB97M-V/def2-TZVPD",
  "elements": ["C", "C", "O", "O", "H", "H", "Sr", "H"],
  "xyz": [[0.24458, 1.47296, 0.30814], [-0.05105, 0.74776, 1.40661], [-0.18392, -0.57409, 1.35538], [0.25231, 0.72515, -0.88605], [-0.16091, 2.50056, 0.28868], [0.25862, 1.25614, -1.68704], [0.11627, -1.51841, -0.51984], [0.01829, 1.22257, 2.39171]],
  "orbital_gap_ev": 6.870,
  "total_charge": 1,
  "homo_ha": -0.435
}

{
  "formula": "C2H3O2Tm",
  "method": "ωB97M-V/def2-TZVPD",
  "elements": ["H", "C", "O", "Tm", "O", "C", "H", "H"],
  "xyz": [[1.29897, -0.29010, 0.70885], [0.81871, 0.92702, -0.38071], [0.34769, 1.99088, -0.82733], [-1.81578, 1.39000, -1.47919], [-0.20697, -0.03225, -0.33536], [0.19108, -1.07326, 0.64059], [-0.45465, -0.92447, 1.51710], [-0.17904, -1.98782, 0.15604]],
  "orbital_gap_ev": [9.473, 6.402],
  "total_charge": 2,
  "multiplicity": 3,
  "homo_ha": [-0.724, -0.689]
}

{
  "formula": "C2H3O3PS",
  "method": "ωB97M-V/def2-TZVPD",
  "elements": ["C", "C", "O", "O", "O", "P", "S", "H", "H", "H"],
  "xyz": [[-0.24324, -2.48874, -0.75919], [-0.58043, -1.23096, -0.75866], [-0.71089, 2.67344, -0.09381], [0.31759, 2.81594, 2.25403], [1.82304, 2.46007, 0.20989], [0.44600, 2.36341, 0.81388], [0.22332, 0.10278, 1.28291], [-0.48367, -3.18860, -1.57241], [0.30725, -2.91296, 0.06664], [-1.09897, -0.59437, -1.44328]],
  "orbital_gap_ev": 6.009,
  "total_charge": -2,
  "homo_ha": 0.004
}

{
  "formula": "C2H3O3S",
  "method": "ωB97M-V/def2-TZVPD",
  "elements": ["C", "C", "O", "O", "O", "S", "H", "H", "H"],
  "xyz": [[-0.63954, -0.98873, -0.64168], [-0.00073, -0.17894, 0.36874], [-0.01225, 2.34011, -0.26230], [1.87721, 1.69485, 0.99694], [0.51134, -1.38282, -0.03060], [1.05343, 1.37099, -0.14606], [-1.48571, -1.46418, -0.27262], [-0.40423, -0.79184, -1.79007], [-0.89950, -0.59943, 1.77767]],
  "orbital_gap_ev": 7.555,
  "total_charge": -1,
  "homo_ha": -0.131
}

{
  "formula": "C2H3O3S",
  "method": "ωB97M-V/def2-TZVPD",
  "elements": ["C", "C", "O", "O", "O", "S", "H", "H", "H"],
  "xyz": [[-0.26314, -0.26783, -1.10710], [-0.27807, -0.55088, 0.32958], [1.51072, 1.48119, 0.40534], [-0.04459, 0.97785, 2.36046], [-0.00156, -1.62023, -0.60302], [0.96659, 0.46977, 1.35861], [-1.08007, -0.25315, -1.86129], [0.49624, 0.34985, -1.59055], [-1.30612, -0.58656, 0.70797]],
  "orbital_gap_ev": 7.389,
  "total_charge": -1,
  "homo_ha": -0.119
}

{
  "formula": "C2H3O3Sr",
  "method": "ωB97M-V/def2-TZVPD",
  "elements": ["O", "C", "O", "C", "O", "Sr", "H", "H", "H"],
  "xyz": [[1.07146, 0.20053, 3.40042], [0.56840, 0.13064, 2.29653], [-0.45533, -0.57673, 1.98025], [-0.03865, 0.22041, -2.28157], [-0.84979, -0.58079, -1.81672], [-1.70096, -1.34373, 0.24360], [0.29543, 0.09981, -3.32484], [0.00026, 1.24672, -1.87786], [1.10917, 0.60314, 1.38019]],
  "orbital_gap_ev": 6.896,
  "total_charge": 1,
  "homo_ha": -0.452
}

{
  "formula": "C2H3O4",
  "method": "ωB97M-V/def2-TZVPD",
  "elements": ["C", "C", "O", "O", "O", "O", "H", "H", "H"],
  "xyz": [[-1.95840, 0.09890, 1.13005], [0.43602, 0.28772, -0.38313], [-2.84683, 0.49507, 0.46784], [-1.33928, -0.30450, 2.03593], [0.65291, -0.02163, -1.76630], [1.31165, -0.52503, 0.45979], [1.03917, 1.30379, -0.27560], [1.53124, 0.12443, -1.98227], [1.17351, -1.45874, 0.31369]],
  "orbital_gap_ev": 5.665,
  "total_charge": -1,
  "homo_ha": -0.059
}

{
  "formula": "C2H3O5",
  "method": "ωB97M-V/def2-TZVPD",
  "elements": ["O", "C", "O", "C", "O", "O", "O", "H", "H", "H"],
  "xyz": [[2.36284, -1.05727, -0.20317], [1.81034, 0.00249, -0.11766], [2.15203, 1.18690, 0.08593], [0.11692, -0.06792, 0.00734], [-0.42521, -0.00365, -1.29235], [-0.44630, -1.18810, 0.64071], [-0.19478, 1.07849, 0.71859], [-1.29535, 0.26533, -1.08746], [0.18242, -1.79088, 0.87457], [0.63341, 1.58945, 0.60756]],
  "smiles": "O=C([O-])C(O)(O)O",
  "orbital_gap_ev": 8.367,
  "total_charge": -1,
  "homo_ha": -0.160
}

{
  "formula": "C2H3OP",
  "method": "ωB97M-V/def2-TZVPD",
  "elements": ["H", "P", "C", "C", "O", "H", "H"],
  "xyz": [[1.37702, -0.93159, -0.67059], [1.55600, 0.36702, -0.15533], [-0.12181, 0.79192, -0.05013], [-1.38006, 0.01306, -0.17620], [-2.53378, 0.42877, -0.18984], [-0.32785, 1.83032, 0.20091], [-1.16577, -1.07963, -0.22883]],
  "smiles": "[H]/P=C\\C=O",
  "orbital_gap_ev": 8.771,
  "homo_ha": -0.373
}

{
  "formula": "C2H3OP",
  "method": "ωB97M-V/def2-TZVPD",
  "elements": ["C", "C", "O", "P", "H", "H", "H"],
  "xyz": [[-0.69307, -0.63574, 0.36041], [-0.75225, 0.71366, 0.27028], [2.15881, -0.01847, 0.25813], [0.83160, -0.02794, -0.39578], [-1.06453, -1.62662, 0.49628], [-1.47596, 1.25035, 0.83896], [0.99540, 0.34476, -1.82828]],
  "orbital_gap_ev": [6.426, 7.159],
  "multiplicity": 3,
  "homo_ha": [-0.209, -0.391]
}

{
  "formula": "C2H3OSm",
  "method": "ωB97M-V/def2-TZVPD",
  "elements": ["C", "C", "O", "Sm", "H", "H", "H"],
  "xyz": [[0.13551, -0.59516, 0.34454], [-0.85226, 0.26043, -0.17586], [-0.62764, 1.45488, -0.52072], [2.42099, 1.19956, -0.15549], [0.25999, -0.60176, 1.43505], [0.38003, -1.47364, -0.26352], [-1.71662, -0.24430, -0.66400]],
  "orbital_gap_ev": [5.437, 6.624],
  "multiplicity": 8,
  "homo_ha": [-0.201, -0.262]
}

{
  "formula": "C2H3P",
  "method": "ωB97M-V/def2-TZVPD",
  "elements": ["C", "C", "P", "H", "H", "H"],
  "xyz": [[-0.43037, 0.30319, 2.18821], [-0.25563, -0.16302, 1.05901], [-0.35560, -0.48628, -2.06069], [-0.11229, 0.86903, 3.08335], [0.88154, -1.18629, -2.62395], [0.27235, 0.66336, -1.64593]],
  "orbital_gap_ev": 6.132,
  "homo_ha": -0.344
}

Record-wise ΔE to the lowest compared entry with this formula, charge and spin values, in kcal per mole: 4.0, 48.3, 58.7, 124.8, 67.8, 23.5, 86.3, 15.2, 19.9, 56.6, 11.6, 113.0